{
  "formula": "C22H46O8",
  "method": "wB97M-V/def2-TZVPD",
  "elements": ["C", "C", "C", "O", "H", "H", "H", "H", "H", "H", "C", "C", "C", "O", "H", "H", "H", "H", "H", "H", "C", "C", "C", "O", "H", "H", "H", "H", "H", "H", "C", "C", "C", "O", "H", "H", "H", "H", "H", "H", "C", "C", "C", "O", "H", "H", "H", "H", "H", "H", "C", "C", "C", "O", "H", "H", "H", "H", "H", "H", "C", "C", "C", "O", "H", "H", "H", "H", "H", "H", "C", "O", "H", "H", "H", "H"],
  "coordinates": [[-9.107775, -11.096540, -11.490046], [-8.970903, -11.631832, -12.903818], [-7.567719, -11.870324, -13.401766], [-9.945528, -11.846524, -13.591880], [-9.114286, -11.966612, -10.822341], [-10.030564, -10.539225, -11.373712], [-8.225238, -10.528150, -11.198841], [-7.015151, -10.975624, -13.681659], [-7.607622, -12.469947, -14.314420], [-7.019147, -12.448841, -12.654696], [-11.069971, -18.061941, -18.630714], [-9.647128, -17.911754, -19.095441], [-8.998642, -16.575460, -18.836253], [-9.058914, -18.765843, -19.713151], [-11.617367, -17.138594, -18.816152], [-11.046672, -18.268899, -17.558321], [-11.590201, -18.875950, -19.130896], [-9.196850, -16.187525, -17.840458], [-9.405770, -15.840201, -19.541361], [-7.937102, -16.672899, -19.058645], [-15.114822, -18.023768, -16.348439], [-13.790337, -18.197060, -15.652430], [-13.504960, -17.310680, -14.453707], [-12.967199, -18.974238, -16.058351], [-15.818290, -18.679433, -15.809063], [-15.101653, -18.431431, -17.356850], [-15.523386, -17.018298, -16.281587], [-12.883368, -17.897553, -13.769212], [-14.387135, -17.013386, -13.894241], [-12.833546, -16.529322, -14.812956], [-12.466633, -11.460737, -15.599298], [-12.740420, -10.460154, -16.680102], [-13.712359, -9.347467, -16.358587], [-12.160675, -10.506635, -17.738517], [-11.966431, -11.027181, -14.737671], [-11.873919, -12.256157, -16.054538], [-13.380277, -11.966684, -15.280149], [-14.007845, -9.351802, -15.309505], [-14.603863, -9.440049, -16.984029], [-13.298900, -8.363099, -16.581029], [-6.090295, -18.353749, -12.223484], [-6.401708, -17.314543, -13.269637], [-7.855996, -17.044198, -13.567294], [-5.528695, -16.727191, -13.858592], [-5.028853, -18.349204, -11.979659], [-6.420388, -19.333944, -12.570906], [-6.600990, -18.163674, -11.273563], [-7.899558, -16.605406, -14.563224], [-8.233120, -16.276097, -12.886128], [-8.485386, -17.927449, -13.492914], [-14.195602, -15.081634, -18.979327], [-13.760593, -14.973466, -17.538038], [-14.647282, -14.165458, -16.630709], [-12.681688, -15.414773, -17.203911], [-14.854415, -14.283020, -19.310078], [-14.725981, -16.031494, -19.106212], [-13.308959, -15.102687, -19.609388], [-14.963352, -13.273728, -17.173767], [-14.236236, -13.850170, -15.675188], [-15.533052, -14.747772, -16.350296], [-6.819605, -11.689868, -19.241089], [-7.375351, -11.519660, -17.844370], [-8.854710, -11.333741, -17.718869], [-6.650152, -11.526473, -16.873253], [-7.359748, -12.435921, -19.818163], [-5.774667, -11.983522, -19.143405], [-6.830973, -10.716079, -19.735418], [-9.389977, -12.196042, -18.130926], [-9.225531, -10.469607, -18.274200], [-9.180121, -11.243695, -16.683372], [-9.573083, -14.263347, -15.685889], [-10.391182, -15.411237, -15.635800], [-10.113909, -13.335070, -15.502228], [-8.792873, -14.333040, -14.929307], [-9.067414, -14.172856, -16.657207], [-11.218717, -15.227161, -16.101387]],
  "forces_ev_per_a": [[0.33, -0.54, -0.11], [0.07, 0.64, -0.03], [-0.16, -0.95, -0.49], [0.08, 0.09, 0.18], [-0.17, 0.07, -0.02], [-0.03, 0.05, 0.05], [-0.11, 0.22, -0.07], [-0.12, 0.25, 0.37], [-0.05, 0.08, 0.09], [0.18, 0.25, 0.05], [0.03, -0.15, -0.05], [-0.29, 0.31, -0.42], [0.21, 0.14, -0.28], [0.06, -0.31, 0.03], [0.02, 0.08, 0.29], [-0.21, 0.17, 0.02], [0.22, -0.14, -0.01], [0.04, -0.11, 0.18], [-0.11, -0.13, 0.02], [0.03, 0.10, 0.24], [-0.54, -0.78, 0.34], [-0.01, 0.72, -0.02], [0.61, -1.16, 0.21], [0.15, -0.35, -0.08], [0.04, 0.24, 0.03], [0.21, 0.28, -0.12], [0.10, 0.06, -0.11], [-0.05, 0.02, -0.08], [-0.06, 0.51, -0.29], [-0.42, 0.43, 0.14], [-0.17, -0.96, -0.58], [0.18, 0.56, 0.34], [-0.28, 0.25, 0.08], [-0.11, -0.05, -0.28], [0.05, 0.02, 0.04], [0.33, 0.18, 0.25], [-0.15, 0.44, 0.25], [-0.06, -0.10, -0.05], [0.01, -0.12, 0.05], [0.22, -0.14, -0.12], [0.20, 0.08, 0.55], [-0.22, -0.14, 0.19], [0.17, 0.39, -0.30], [0.19, 0.11, -0.03], [0.04, -0.16, -0.33], [0.10, -0.03, -0.01], [-0.29, 0.08, -0.23], [-0.20, -0.16, -0.04], [0.00, -0.15, 0.15], [-0.02, -0.02, 0.02], [-0.09, -0.43, -0.04], [0.54, 0.88, -0.24], [-0.54, -0.06, 0.41], [-0.35, -0.11, 0.14], [-0.06, 0.06, 0.16], [0.02, 0.05, -0.05], [0.01, -0.08, 0.01], [-0.19, -0.07, 0.02], [0.57, -0.27, -0.15], [-0.10, 0.10, -0.40], [0.58, 0.10, 0.44], [0.07, -0.04, 0.13], [-0.75, -0.15, 0.09], [-0.06, 0.01, -0.11], [-0.17, 0.12, -0.10], [-0.05, -0.07, -0.07], [-0.24, -0.10, -0.18], [0.14, 0.04, -0.12], [0.17, 0.01, -0.07], [0.24, 0.09, 0.07], [0.25, 0.25, -0.35], [-0.04, -0.07, 0.24], [-0.05, -0.08, 0.08], [-0.08, -0.16, 0.08], [0.00, -0.03, 0.01], [0.12, -0.13, -0.03]],
  "total_charge": 0,
  "gap_ev": 9.26,
  "smiles": "CC(C)=O.CC(C)=O.CC(C)=O.CC(C)=O.CC(C)=O.CC(C)=O.CC(C)=O.CO",
  "e_homo_ev": -8.96,
  "energy_ev": -39939.110,
  "de_lowest_ev": 0.000
}

---

{
  "formula": "C22H47AlF3O10",
  "method": "wB97M-V/def2-TZVPD",
  "elements": ["C", "O", "C", "Al", "C", "C", "C", "F", "C", "F", "F", "C", "O", "C", "O", "C", "C", "O", "H", "H", "H", "H", "H", "H", "H", "H", "H", "H", "H", "H", "H", "H", "H", "H", "H", "H", "H", "C", "O", "C", "C", "O", "C", "C", "O", "C", "H", "H", "H", "H", "H", "H", "H", "H", "H", "H", "H", "H", "H", "H", "C", "O", "C", "C", "O", "C", "C", "O", "C", "H", "H", "H", "H", "H", "H", "H", "H", "H", "H", "H", "H", "H", "H"],
  "coordinates": [[2.791511, -0.177673, -6.236156], [2.848012, 0.076270, -4.856641], [3.162636, -1.134181, -4.095930], [1.701850, -2.565143, -4.219353], [-0.105072, -1.668747, -3.940940], [-0.571613, -1.568730, -2.454375], [-0.544096, -0.204028, -1.887944], [-1.365455, 0.729039, -2.410358], [0.183646, 0.179820, -0.858902], [-0.287379, 0.915086, 0.127029], [1.441825, -0.141331, -0.777759], [2.113448, -4.067003, -2.888531], [2.928264, -5.075396, -3.567358], [4.212720, -5.133357, -3.083609], [4.702067, -6.451611, -3.332034], [5.507324, -6.941281, -2.308852], [7.014424, -6.500017, -2.394846], [7.281763, -5.583267, -3.446021], [3.090238, -1.202082, -6.471931], [1.781212, -0.011821, -6.634742], [3.461720, 0.502560, -6.784222], [4.088010, -1.555158, -4.542169], [3.419812, -0.812095, -3.079045], [1.726314, -3.192659, -5.697830], [-0.065203, -0.653356, -4.348253], [-0.851741, -2.240529, -4.503554], [-0.052963, -2.258350, -1.786238], [-1.636832, -1.844726, -2.421803], [2.579843, -3.707357, -1.960487], [1.171820, -4.574250, -2.628903], [4.279308, -4.906685, -2.007599], [4.857374, -4.447777, -3.661937], [5.137243, -6.700302, -1.302391], [5.498442, -8.034577, -2.372312], [7.660970, -7.364688, -2.550484], [7.283321, -6.065941, -1.423373], [7.171726, -4.704863, -3.061075], [-7.408540, 4.575257, 1.350740], [-6.810472, 3.801599, 0.336608], [-6.403897, 4.571411, -0.784239], [-5.133812, 4.019946, -1.401598], [-3.956205, 4.285047, -0.653186], [-3.764802, 3.562579, 0.557664], [-3.444146, 2.094595, 0.366520], [-4.609109, 1.360787, 0.016804], [-4.328878, 0.265377, -0.833102], [-8.380902, 4.961453, 1.022957], [-7.551910, 3.936043, 2.220474], [-6.761230, 5.411684, 1.639865], [-6.233175, 5.615826, -0.499433], [-7.209064, 4.528790, -1.529973], [-4.983346, 4.533296, -2.354861], [-5.226291, 2.956876, -1.626890], [-4.606561, 3.702966, 1.237887], [-2.894791, 4.027885, 1.028674], [-3.060965, 1.684942, 1.310990], [-2.673294, 1.990293, -0.403137], [-3.774052, 0.585450, -1.719382], [-5.278109, -0.160754, -1.156262], [-3.759241, -0.501483, -0.295826], [1.149079, 2.422792, 2.402533], [0.681212, 2.581668, 3.729422], [-0.684493, 2.232717, 3.874075], [-0.948456, 1.605172, 5.227971], [-0.475416, 0.269797, 5.355829], [0.928921, 0.072505, 5.454208], [1.533608, 0.524379, 6.768136], [1.647826, 1.938939, 6.821416], [1.495538, 2.454169, 8.123434], [0.687024, 3.163333, 1.741161], [2.228241, 2.567129, 2.405125], [0.937000, 1.418477, 2.032563], [-0.994334, 1.530405, 3.092078], [-1.278926, 3.152923, 3.786853], [-2.032175, 1.533243, 5.351927], [-0.578842, 2.233642, 6.039670], [1.449739, 0.511045, 4.602457], [1.066924, -1.009644, 5.387783], [2.543601, 0.104286, 6.862051], [0.916188, 0.153824, 7.594445], [0.557513, 2.112357, 8.575925], [1.466027, 3.540599, 8.052006], [2.340505, 2.162581, 8.758564]],
  "forces_ev_per_a": [[0.02, 0.19, -0.21], [0.16, -0.05, 0.15], [-0.06, -0.34, -0.33], [0.08, 0.40, 0.03], [0.17, -0.37, 0.58], [0.11, 0.27, -1.68], [0.36, -0.44, -0.32], [-1.48, -0.16, 0.30], [-0.77, -0.29, -0.90], [0.57, 1.43, 0.37], [0.99, -0.88, 1.53], [-0.70, 0.41, -0.65], [0.07, 0.00, 0.89], [0.32, -0.19, -0.99], [-0.21, 0.23, 0.55], [0.81, -0.60, -0.01], [-0.35, 0.10, 0.17], [0.08, 0.18, 0.54], [-0.09, 0.01, -0.03], [0.00, -0.12, 0.11], [0.01, 0.00, 0.16], [0.03, 0.11, 0.26], [-0.05, 0.14, -0.12], [-0.02, -0.14, -0.22], [-0.07, -0.10, -0.16], [0.03, 0.15, -0.08], [0.07, 0.12, 0.10], [0.02, 0.03, 0.31], [0.09, -0.31, 0.00], [0.19, -0.04, 0.20], [-0.12, -0.04, -0.01], [0.00, 0.11, 0.25], [-0.22, 0.20, -0.18], [-0.16, 0.06, -0.13], [-0.08, -0.03, -0.09], [0.15, -0.01, -0.11], [-0.04, -0.08, -0.40], [0.00, -0.11, -0.17], [0.20, 0.14, 0.21], [-0.07, -0.32, -0.05], [0.11, 0.01, -0.08], [-0.09, 0.04, 0.05], [0.13, 0.03, 0.04], [-0.27, -0.10, 0.11], [-0.04, 0.14, -0.27], [-0.05, 0.02, 0.14], [-0.01, 0.10, 0.09], [-0.04, -0.06, -0.05], [-0.06, 0.05, -0.01], [-0.01, 0.00, 0.03], [0.07, 0.18, -0.10], [0.01, 0.06, 0.04], [-0.14, -0.05, 0.17], [-0.10, -0.17, -0.06], [0.03, 0.00, -0.09], [0.21, 0.09, -0.02], [0.00, 0.01, 0.00], [0.09, -0.06, 0.03], [-0.03, 0.02, 0.11], [0.08, -0.04, -0.13], [-0.02, 0.12, 0.16], [0.10, -0.28, 0.01], [0.18, 0.22, 0.16], [-0.12, -0.04, 0.01], [0.04, 0.04, 0.06], [-0.04, -0.13, -0.04], [0.20, 0.22, -0.19], [-0.33, 0.03, 0.08], [0.15, -0.02, -0.15], [0.02, -0.09, -0.13], [-0.02, 0.10, 0.07], [-0.02, 0.03, -0.04], [0.01, 0.01, -0.02], [-0.20, -0.12, -0.05], [0.01, -0.06, -0.06], [0.17, 0.08, -0.11], [0.06, 0.19, 0.11], [-0.06, 0.00, 0.04], [-0.07, -0.20, 0.05], [-0.02, 0.01, 0.00], [0.03, -0.04, 0.07], [0.06, -0.01, -0.05], [-0.08, 0.00, 0.12]],
  "total_charge": -1,
  "gap_ev": 6.47,
  "e_homo_ev": -4.27,
  "energy_ev": -58793.591
}